Below is a cluster of 7 separate species, CH15NO6 in total, with properties calculated with wB97M-V/def2-TZVPD.

Cartesian coordinates (Å):
N1 -1.6554 -2.1060 -0.5543
C1 -0.0867 0.0944 1.5454
O1 0.8693 -0.9898 1.6125
H1 -2.0913 -2.7678 -1.1171
H2 -2.3414 -1.2500 -0.4092
H3 -0.9937 -0.1634 0.9952
H4 -0.4380 0.1497 2.5785
H5 0.2576 0.9685 0.9900
H6 1.5083 -0.7660 0.8653
H7 3.0096 -1.2266 -0.3481
O2 2.3844 -0.5599 -0.2857
H8 -0.8802 1.5778 -1.2802
H9 -1.9248 1.3580 -0.1247
O3 -1.1345 1.9633 -0.4306
H10 -3.7733 0.4986 0.4278
H11 -1.4224 -2.4523 0.4059
O4 -3.0293 -0.0229 0.0216
H12 3.2011 2.5071 0.5009
H13 2.7155 1.0556 -0.1050
O5 2.4765 2.0163 0.0588
H14 -0.4236 -0.7088 -1.1265
H15 1.1430 -0.6823 -1.3024
O6 0.2539 -0.3973 -1.7694

Maximum force, hartree/bohr: 0.078
ΔE to the lowest compared entry with this formula, charge and spin, kJ/mol: 996.5
HOMO, eV: -10.11
Orbital gap, eV: 3.95